150
Properties=species:S:1:pos:R:3 method="wB97M-V/def2-TZVPD" largest_force_ha_per_bohr=0.190 energy_ha=-6453.5227 multiplicity=1 gap_ev=1.8012
C -1.82 -5.29 4.56
C -2.28 -4.96 6.13
O -3.74 -4.74 6.17
C -4.05 -3.50 6.96
C -3.65 -2.13 6.10
O -3.93 -2.46 4.69
C -4.39 -1.29 3.92
Nb -2.84 0.34 3.60
C -3.84 1.48 5.36
C -3.01 1.25 6.79
C -2.30 2.66 7.33
C -0.81 2.18 7.92
C 0.10 1.82 6.58
C 1.71 1.70 6.87
C 2.34 0.32 6.22
C 3.31 0.67 4.93
C 4.00 -0.68 4.25
C 3.01 -1.12 3.01
C 3.86 -0.93 1.63
C 2.96 -0.32 0.36
O 2.67 1.11 0.52
C 1.28 1.36 0.93
C -4.26 1.45 2.18
C -3.92 1.27 0.58
N -4.97 2.11 -0.17
N -4.14 -0.17 0.07
N -2.57 1.83 0.15
N -1.31 1.86 3.48
C -1.83 3.12 3.39
S -2.37 4.72 3.19
O -1.85 -0.68 2.04
C -2.25 -2.09 1.94
C -1.26 -2.76 0.78
H -2.78 -5.26 3.86
H -1.35 -6.39 4.47
H -1.04 -4.50 4.14
H -1.65 -4.05 6.56
H -1.93 -5.91 6.76
H -3.33 -3.54 7.89
H -5.17 -3.45 7.30
H -2.48 -2.01 6.25
H -4.27 -1.23 6.53
H -4.91 -1.57 2.89
H -5.27 -0.81 4.57
H -1.74 -0.55 4.78
H -4.93 1.09 5.58
H -3.96 2.64 5.13
H -2.27 0.35 6.74
H -3.81 0.98 7.63
H -2.91 3.12 8.23
H -2.21 3.38 6.41
H -0.30 3.05 8.54
H -0.96 1.24 8.62
H -0.11 2.69 5.80
H -0.25 0.82 6.05
H 1.97 1.83 8.03
H 2.22 2.61 6.31
H 2.98 -0.18 7.08
H 1.53 -0.43 5.83
H 2.63 1.25 4.14
H 4.18 1.43 5.21
H 5.07 -0.34 3.88
H 4.13 -1.56 5.05
H 2.04 -0.46 2.91
H 2.64 -2.25 3.13
H 4.34 -1.97 1.31
H 4.78 -0.18 1.73
H 2.03 -0.99 0.10
H 3.69 -0.40 -0.58
H 1.20 1.70 2.04
H 0.84 2.24 0.25
H 0.55 0.46 0.78
H -5.33 0.96 2.34
H -4.40 2.59 2.42
H -4.53 2.22 -1.13
H -5.08 3.05 0.28
H -4.11 -0.13 -0.98
H -5.15 -0.37 0.31
H -1.81 1.12 0.15
H -2.31 2.70 0.68
H -2.02 -2.69 2.92
H -3.35 -2.26 1.52
H -1.94 -3.29 -0.04
H -0.61 -1.90 0.29
H -0.63 -3.62 1.27
K 0.22 -0.72 5.03
O 2.22 -3.35 -1.03
C 2.45 -3.01 -2.18
O 3.70 -2.92 -2.73
C 3.60 -2.39 -4.04
C 2.18 -2.65 -4.48
C 1.42 -2.57 -3.18
H 3.82 -1.32 -4.00
H 4.32 -2.88 -4.70
H 1.82 -1.95 -5.24
H 2.10 -3.67 -4.89
H 1.11 -1.55 -2.95
H 0.56 -3.25 -3.17
C 7.64 -2.71 -7.46
C 7.34 -3.02 -6.00
C 8.56 -3.60 -5.30
O 6.26 -3.94 -5.92
H 7.91 -3.62 -8.00
H 6.75 -2.30 -7.95
H 8.46 -1.99 -7.55
H 7.03 -2.10 -5.49
H 8.86 -4.55 -5.77
H 8.33 -3.83 -4.25
H 9.40 -2.91 -5.33
H 6.53 -4.76 -6.38
K -3.34 0.53 9.08
C 0.13 1.08 -8.07
C 0.30 0.35 -6.95
C 1.52 0.76 -6.14
O 1.83 0.27 -5.04
C 2.41 1.82 -6.69
C 2.25 2.54 -7.81
C 0.97 2.20 -8.57
O 0.59 2.79 -9.59
O 3.01 3.44 -8.28
O -0.42 -0.61 -6.53
H -0.72 0.87 -8.71
H 3.29 1.99 -6.08
Ca 2.07 3.61 -10.54
O -2.38 2.75 -7.95
S -3.28 3.87 -8.13
O -2.79 5.23 -8.30
O -4.40 3.86 -6.95
C -3.95 3.87 -5.59
C -3.42 5.24 -5.20
C -4.37 3.52 -9.49
H -3.19 3.10 -5.43
H -4.81 3.63 -4.97
H -2.52 5.50 -5.76
H -3.17 5.27 -4.14
H -4.17 6.02 -5.41
H -4.78 2.51 -9.36
H -3.79 3.58 -10.41
H -5.17 4.26 -9.50
F 1.54 6.05 -7.84
Al 1.01 6.17 -6.12
F 2.45 6.05 -5.04
F -0.14 4.83 -5.75
F 0.20 7.76 -5.85
C 2.36 -4.78 5.04
O 1.82 -4.33 6.16
H 1.76 -4.67 4.12
H 3.31 -4.34 4.72
H 2.61 -5.86 5.00
Na -2.94 1.45 -9.38